Record 1
2 unconnected molecules or ions with the total composition C4H4F2N2O in a non-equilibrium geometry, computed with ωB97M-V/def2-TZVPD.

The geometry in ORCA input format:
```
! RIJCOSX wB97M-V def2-TZVPD def2/J DEFGRID3
* xyz 0 1
C 2.33213 -0.57273 -0.45298
C 2.23734 0.05386 0.73537
C 0.27569 -0.13560 -0.10272
C -2.40536 0.30884 -0.27762
N 1.02501 -0.63981 -1.01027
N 0.90790 0.35719 0.97266
O -2.84404 -0.11751 -1.45130
F -2.74089 -0.39845 0.86569
F -2.60322 1.62662 -0.02984
H 3.31104 -0.65862 -0.90005
H 2.87689 0.29862 1.45296
H 0.51796 0.92570 1.65161
H -2.89045 -1.04811 -1.45352
*
```

## Properties
ΔE to the lowest compared entry with this formula, charge and spin ... 382.7 kJ/mol
HOMO level (spin up / spin down) ... -9.09 / -8.88 eV
HOMO-LUMO gap (spin up / spin down) ... 9.2 / 8.4 eV
E_tot ... -14671.0122 eV

Record 2
2 unconnected molecules or ions with the total composition C5H11N3 in a non-equilibrium geometry, computed with ωB97M-V/def2-TZVPD.

The geometry in ORCA input format:
```
! RIJCOSX wB97M-V def2-TZVPD def2/J DEFGRID3
* xyz 0 1
C 0.61668 -2.98645 -0.35595
C -0.93095 0.00196 0.15644
C 1.27646 1.23824 -1.17928
C -2.18351 2.14106 0.49015
C 1.19127 -1.33649 1.24663
N -0.55813 -1.09935 -0.19745
N -1.74160 0.80467 0.61194
N 0.40465 -1.87634 0.32948
H -0.23208 -3.30966 -1.00650
H 1.46194 -3.70836 -0.17734
H 0.95812 1.84058 -0.28365
H 2.16367 1.81595 -1.48657
H 1.30553 0.12686 -1.00861
H -3.27091 2.09432 0.66710
H -2.01825 2.30461 -0.60758
H -1.62347 2.96583 1.00480
H 0.49440 1.60836 -1.93423
H 1.76477 -2.09001 1.80551
H 0.92142 -0.53577 1.92511
*
```

## Properties
ΔE to the lowest compared entry with this formula, charge and spin ... 599.7 kJ/mol
HOMO level ... -6.91 eV
HOMO-LUMO gap ... 7.4 eV
E_tot ... -9827.6907 eV

Record 3
2 unconnected molecules or ions with the total composition C4H15N2O in a non-equilibrium geometry, computed with ωB97M-V/def2-TZVPD.

The geometry in ORCA input format:
```
! RIJCOSX wB97M-V def2-TZVPD def2/J DEFGRID3
* xyz 2 2
N 0.42987 -0.99702 -1.37464
C -0.49680 -0.60269 -0.24819
C -1.90682 -0.89570 -0.69236
C -0.31943 0.90135 0.03911
N -0.85166 1.30313 1.29570
C -0.32794 0.76017 2.57500
H 1.39906 -1.15131 -1.01149
H 0.11669 -1.84076 -1.85888
H 0.69963 -0.25594 -2.01269
H -0.22202 -1.20402 0.61732
H -2.02906 -0.73658 -1.76370
H -2.67109 -0.30045 -0.18759
H -2.18508 -1.93536 -0.48275
H 0.80015 1.04448 0.04830
H -0.63074 1.52097 -0.80650
H -0.77770 2.32099 1.45860
H -0.70381 1.30601 3.43188
H -0.74446 -0.26190 2.65662
H 0.74419 0.56940 2.52242
H 3.26478 0.64900 -1.99831
H 3.57009 -0.23096 -0.82019
O 2.84213 0.03719 -1.38766
*
```

## Properties
ΔE to the lowest compared entry with this formula, charge and spin ... 83.5 kJ/mol
HOMO level (spin up / spin down) ... -19.95 / -19.97 eV
<S²> ... 0.75
HOMO-LUMO gap (spin up / spin down) ... 13.3 / 7.9 eV
E_tot ... -9400.0395 eV